1.
The following is a quantum chemistry calculation of a cluster of 2 separate species, C48H43F6N3O2 in total, from OMol25.

The geometry in XYZ format:
```
102
Properties=species:S:1:pos:R:3:forces:R:3:mulliken_charge:R:1
C 1.346142 -1.890234 5.111026 0.22 -0.32 0.06 -1.516
C 0.355239 -0.746404 5.055722 0.25 0.27 0.23 1.780
C -0.870401 -1.099654 4.216638 -0.10 -0.03 -0.07 -1.384
C -0.045013 -0.359285 6.470266 -0.14 0.17 0.33 -1.857
O 1.014738 0.462709 4.521305 -0.44 -0.78 -0.15 -0.409
C 1.611067 0.379822 3.280413 0.21 -0.03 -0.42 -0.324
C 0.949758 1.296696 2.332274 -0.49 -0.54 0.99 0.356
N 1.779622 1.978456 1.613374 0.74 0.59 -0.90 -0.431
C 1.696941 3.107329 0.950359 -0.59 -0.53 0.20 -0.130
C 2.838335 3.423307 0.111194 0.35 0.34 -0.04 0.960
C 2.904614 4.568119 -0.708163 -0.01 -0.45 0.09 -0.290
C 3.995395 4.746233 -1.554622 0.03 -0.23 0.10 -0.816
C 5.055391 3.830662 -1.539676 -0.06 0.09 -0.01 -0.416
C 5.048017 2.754337 -0.642256 -0.48 0.17 0.07 -0.625
C 3.934802 2.544339 0.167756 0.51 0.05 -0.42 -0.564
C 0.492301 3.958919 1.109240 -0.32 0.28 -0.04 0.170
C -0.375751 4.264321 0.043370 0.26 -0.19 0.50 -0.081
C -1.618203 4.835869 0.315058 0.07 0.08 0.00 -0.826
C -1.958103 5.188068 1.625997 0.07 0.17 -0.12 -0.478
C -1.035683 5.022198 2.664184 -0.16 -0.14 -0.17 -0.675
C 0.167780 4.379007 2.410633 0.02 0.01 -0.23 -0.227
O 2.606900 -0.269039 3.027671 -0.70 0.39 0.46 -0.620
H 1.997230 -1.750765 5.980511 0.06 -0.13 -0.26 0.359
H 0.819371 -2.841324 5.215815 0.00 0.02 0.09 0.359
H 1.957665 -1.919589 4.208544 -0.12 -0.14 0.20 0.352
H -1.577821 -0.258659 4.165410 0.33 -0.24 -0.06 0.048
H -0.581962 -1.423849 3.204962 -0.09 0.25 0.17 0.313
H -1.399849 -1.944796 4.680237 0.17 0.20 -0.07 0.667
H -0.558575 0.605477 6.514696 0.01 -0.08 -0.20 0.387
H -0.712190 -1.110736 6.902591 0.07 -0.02 -0.10 0.371
H 0.834867 -0.296396 7.117190 -0.07 0.07 -0.15 0.434
H -0.127474 1.464829 2.464872 0.37 0.45 0.26 0.444
H 2.081581 5.280990 -0.674975 0.22 -0.10 -0.15 0.455
H 4.006857 5.594983 -2.236709 0.10 -0.16 0.15 0.380
H 5.886516 3.955964 -2.232773 -0.13 0.04 0.22 0.367
H 5.895407 2.072599 -0.570945 -0.19 0.18 -0.13 0.390
H 3.875042 1.704613 0.860283 0.11 0.24 -0.26 0.499
H -0.061327 4.010585 -0.972771 -0.28 0.00 0.28 0.512
H -2.315594 5.017373 -0.508193 0.19 -0.04 0.34 0.394
H -2.931315 5.634977 1.827410 0.23 -0.07 -0.05 0.414
H -1.252895 5.372603 3.674098 -0.06 -0.12 -0.28 0.411
H 0.878960 4.196111 3.219364 -0.23 0.00 -0.24 0.447
F -0.867669 -4.781985 -5.224989 0.25 1.06 0.27 -0.278
C -0.537268 -3.491231 -4.954405 1.44 -0.13 0.33 0.819
F -0.055152 -3.424242 -3.663958 -0.38 -0.40 -1.29 -0.268
F 0.501605 -3.132439 -5.782567 -0.93 -0.74 0.74 -0.261
C -1.672914 -2.519932 -5.105774 0.24 0.96 0.09 -1.010
N -1.106942 -1.165836 -4.917071 -0.28 -1.30 -0.31 0.706
C -1.129345 -0.376659 -6.088498 0.11 0.24 -1.17 -0.287
C -2.362612 -0.058517 -6.683131 0.58 0.20 0.19 0.070
C -2.376731 0.618984 -7.898622 0.12 -0.06 0.01 -0.795
C -1.169094 0.924032 -8.536622 0.13 0.05 0.11 -0.337
C 0.053670 0.555578 -7.968415 -0.13 0.06 0.10 -0.766
C 0.075409 -0.094872 -6.740057 -0.44 0.01 0.29 -0.259
C -1.246929 -0.575352 -3.665112 0.08 0.10 1.08 0.162
C -0.170595 0.086680 -3.032409 -0.22 -0.28 -0.67 -0.725
C -0.262901 0.440986 -1.708352 -0.27 0.23 0.59 -0.566
C -1.486236 0.274238 -0.978992 -0.04 -0.06 -0.68 0.174
C -1.547480 0.496449 0.423099 0.00 0.34 -0.44 0.862
C -2.692877 0.220480 1.230423 -0.62 -0.71 0.60 0.516
C -2.973121 0.980777 2.401756 0.07 -0.05 -0.48 -1.368
C -4.162984 0.826461 3.088637 -0.15 -0.20 -0.23 -0.028
C -5.172158 -0.035745 2.610470 0.91 0.26 -0.41 0.675
N -6.372618 -0.174502 3.291578 -0.02 0.23 1.23 0.696
C -6.316417 -0.259548 4.755986 -0.01 0.30 -0.79 -1.091
C -6.189768 -1.712430 5.112755 0.02 -1.37 -0.49 0.849
F -6.151660 -1.952830 6.448233 -0.04 0.18 -1.07 -0.283
F -7.266981 -2.385096 4.575137 1.02 0.30 0.84 -0.270
F -5.064429 -2.262074 4.543416 -1.02 0.39 0.78 -0.238
C -7.645004 0.098327 2.741204 -1.32 -0.05 -0.09 0.000
C -8.321535 -0.854440 1.960738 0.27 0.38 0.33 -0.202
C -9.659309 -0.646844 1.627419 0.16 0.07 -0.13 -0.851
C -10.313757 0.518650 2.029668 0.17 0.07 -0.04 -0.338
C -9.645236 1.480469 2.794416 0.11 -0.26 -0.02 -0.850
C -8.325385 1.257397 3.170476 0.37 -0.41 -0.35 -0.052
C -4.914639 -0.811494 1.469922 0.08 0.06 0.31 -0.204
C -3.656566 -0.795117 0.902581 -0.06 0.74 -0.56 -1.556
C -2.620823 -0.125649 -1.750817 -0.02 -0.39 0.75 -1.277
C -2.462952 -0.694184 -2.986282 0.11 0.30 -0.28 -0.199
H -2.086676 -2.589759 -6.116956 -0.04 -0.20 0.32 0.464
H -2.411204 -2.732868 -4.332042 -0.05 -0.28 -0.29 0.439
H -3.279591 -0.357200 -6.167609 0.20 0.21 -0.23 0.402
H -3.331160 0.893780 -8.348949 0.30 -0.05 0.05 0.367
H -1.169090 1.466324 -9.479356 -0.08 -0.16 0.13 0.378
H 1.001906 0.755833 -8.466676 -0.33 0.06 -0.01 0.381
H 0.996919 -0.426420 -6.259211 -0.20 0.14 -0.26 0.355
H 0.738639 0.231393 -3.617411 -0.13 -0.06 0.35 0.428
H 0.610382 0.841160 -1.183842 -0.26 -0.16 -0.14 0.454
H -0.681185 0.969487 0.860056 -0.19 0.14 -0.02 -0.179
H -2.268423 1.752762 2.711372 -0.14 -0.15 -0.05 0.321
H -4.359397 1.422142 3.975940 0.15 0.01 -0.20 0.474
H -5.456052 0.294612 5.133024 -0.28 -0.12 0.33 0.380
H -7.265224 0.096774 5.162002 0.31 0.07 0.19 0.519
H -7.788643 -1.766489 1.681366 -0.35 0.24 0.11 0.348
H -10.185211 -1.419474 1.061892 0.10 0.34 0.14 0.366
H -11.344429 0.686127 1.733849 0.09 -0.06 0.10 0.382
H -10.145212 2.391343 3.122605 0.04 -0.26 -0.14 0.374
H -7.783521 1.955717 3.814349 -0.26 -0.10 -0.26 0.461
H -5.723692 -1.437662 1.090142 0.53 -0.12 0.17 0.152
H -3.442953 -1.531083 0.127983 0.08 0.29 0.21 0.889
H -3.629472 -0.045897 -1.345756 0.40 -0.09 0.02 0.701
H -3.281583 -1.223439 -3.471221 -0.07 0.50 0.10 0.372
```
Positions in Å, forces in eV/Å.

The calculation puts the HOMO energy at -5.4644 eV. As for the charge: 0. For the energy, the calculation gives -2768.7151 Eh. The calculation puts the strongest force on any atom at 1.5 eV/A.

2.
The following is a quantum chemistry calculation of a structure of composition C39H29InN6O8S2, from OMol25.

The geometry in XYZ format:
```
85
Properties=species:S:1:pos:R:3:forces:R:3:mulliken_charge:R:1
In 1.043286 -0.360036 1.384197 -0.18 0.25 0.09 2.230
O 4.822132 1.285378 0.226867 0.12 0.04 0.00 -0.826
C 3.840363 0.565904 0.375781 -0.08 -0.05 -0.01 -0.136
O 3.050791 0.552190 1.373491 0.04 -0.05 -0.02 -0.489
C 3.535692 -0.433026 -0.748299 0.03 0.02 -0.04 0.636
C 4.411068 -0.490076 -1.863919 -0.03 0.06 0.02 -0.804
C 4.122142 -1.339094 -2.883505 -0.01 -0.04 -0.03 -0.952
C 2.972801 -2.164834 -2.800797 0.02 0.03 -0.04 1.127
C 2.588109 -3.067038 -3.821828 0.01 0.02 0.00 -0.845
C 1.472301 -3.841532 -3.676124 -0.02 -0.01 0.03 -0.695
C 0.701434 -3.761294 -2.493394 0.02 -0.03 -0.05 -0.640
C 1.048459 -2.900477 -1.492767 0.02 0.03 0.03 0.081
C 2.183833 -2.066998 -1.637039 -0.08 -0.01 0.01 -0.580
N 2.478228 -1.183795 -0.645482 0.05 -0.09 0.12 0.448
H 5.267092 0.168356 -1.862192 0.00 0.00 0.00 0.563
H 4.754260 -1.398686 -3.763589 0.00 0.00 0.00 0.374
H 3.194361 -3.129408 -4.719331 0.00 0.00 0.00 0.378
H 1.179208 -4.526129 -4.463166 0.00 0.00 0.00 0.389
H -0.172406 -4.390285 -2.376307 0.00 0.00 -0.01 0.450
H 0.488280 -2.862207 -0.567167 0.02 0.01 -0.03 0.315
S 0.132719 0.341816 3.773888 -0.06 -0.06 0.06 -0.307
C 1.357885 1.197791 4.622999 -0.02 -0.04 0.08 0.535
N 2.260552 1.880130 3.868665 0.04 0.11 0.02 0.097
C 3.456437 2.583580 4.134233 -0.01 -0.60 0.12 -0.552
C 3.820217 3.226050 5.254433 -0.67 1.17 -1.20 -0.270
C 2.639117 2.546483 6.928842 2.18 1.64 0.54 0.117
N 1.390645 1.122143 5.989897 -0.32 -1.04 -0.81 -0.577
H 2.137866 1.729481 2.873616 -0.02 0.14 -0.02 0.116
H 4.133811 2.515146 3.290402 0.06 -0.10 0.05 0.353
H 4.791271 3.711399 5.218947 -0.01 0.00 0.23 0.323
H 2.063805 2.606935 7.850059 -0.39 -0.23 -0.21 0.374
S 2.820792 0.231585 6.324599 -0.04 0.81 -0.05 0.045
C 3.728147 1.511049 6.822653 -0.57 -1.16 0.98 -0.291
N 2.877398 3.616897 6.237678 -0.13 -0.72 0.25 -0.648
C 2.714896 -4.433878 1.872967 -0.01 -0.02 0.00 -0.918
O 2.362876 -3.158998 1.354940 0.04 0.01 -0.03 0.088
C 1.665500 -2.349336 2.230860 -0.08 0.02 -0.04 -0.270
O 1.452727 -2.743513 3.348464 0.04 0.00 0.03 -0.561
H 3.290262 -4.930323 1.092153 0.00 0.00 -0.01 0.240
H 1.821644 -5.014813 2.110167 -0.01 0.00 0.01 0.290
H 3.311966 -4.340638 2.781111 0.01 0.00 0.00 0.271
O 0.696563 2.008328 1.179642 0.10 0.02 -0.05 -0.877
C 0.632276 1.956517 -0.067293 -0.03 0.01 -0.02 0.853
O 0.792089 0.883966 -0.708534 -0.04 -0.10 0.03 -0.474
C 0.370459 3.219366 -0.835847 0.00 0.01 0.00 -0.018
C -0.214329 3.161602 -2.094350 0.02 0.01 -0.04 -0.054
C -0.462222 4.328866 -2.801385 0.00 0.01 0.02 -0.823
C -0.111057 5.559007 -2.257374 0.00 -0.02 0.00 -0.309
C 0.476098 5.616914 -1.000271 0.00 -0.01 0.00 -0.694
C 0.706939 4.449047 -0.286503 -0.04 0.02 0.02 -0.254
H -0.480713 2.193017 -2.496995 0.01 0.00 0.00 0.428
H -0.931391 4.280803 -3.777157 0.00 0.00 0.00 0.382
H -0.299843 6.471602 -2.811104 0.00 0.00 0.00 0.363
H 0.748030 6.573968 -0.571441 0.00 0.00 0.00 0.377
H 1.141597 4.469701 0.704467 0.00 0.00 0.00 0.465
O -1.000549 -3.144218 1.102082 0.04 -0.08 0.06 -0.654
C -1.582603 -2.138734 0.747030 -0.01 0.08 -0.23 -0.454
N -2.871578 -2.167830 0.203500 -0.04 -0.03 0.17 -0.147
C -3.142411 -0.911931 -0.462092 0.00 -0.05 -0.02 3.655
C -2.013882 -0.032540 0.150116 0.08 -0.08 0.01 -0.705
O -1.999265 1.165358 -0.007624 -0.01 0.08 0.08 -0.604
N -1.104623 -0.845301 0.761447 -0.05 0.03 0.02 0.405
C -4.497822 -0.326508 -0.130171 0.01 0.05 -0.02 -1.036
C -4.981270 0.754912 -0.862436 0.01 0.04 0.00 0.002
C -6.190065 1.345755 -0.531685 -0.01 0.00 0.01 -0.975
C -6.934033 0.865924 0.539165 0.02 -0.01 -0.01 -0.365
C -6.450941 -0.201917 1.280223 0.01 0.01 -0.01 -0.874
C -5.237470 -0.791848 0.949483 -0.03 -0.04 -0.01 -0.543
C -2.885740 -1.045504 -1.962773 -0.01 -0.07 -0.01 -0.374
C -1.641291 -0.746461 -2.511994 0.03 0.02 -0.05 -0.234
C -1.390906 -1.003284 -3.854380 -0.01 0.01 0.01 -0.804
C -2.375245 -1.550471 -4.663402 -0.03 0.00 0.02 -0.610
C -3.622094 -1.842170 -4.122920 0.03 0.00 -0.01 -0.867
C -3.872246 -1.590405 -2.782298 -0.01 -0.01 -0.01 -0.155
H -3.120346 -3.039021 -0.238423 0.02 0.02 -0.05 0.342
H -4.391023 1.144073 -1.682257 -0.01 0.00 0.01 0.462
H -6.546950 2.192975 -1.104514 0.00 0.00 0.00 0.367
H -7.876722 1.330946 0.800857 0.00 0.00 0.00 0.378
H -7.012200 -0.572541 2.129256 0.00 0.00 0.00 0.393
H -4.846989 -1.613826 1.534687 0.00 0.01 0.00 0.377
H -0.852614 -0.311369 -1.905600 -0.01 0.01 0.01 0.399
H -0.411949 -0.776875 -4.259048 0.01 0.00 0.00 0.522
H -2.174045 -1.748438 -5.709379 0.00 0.00 0.00 0.402
H -4.401022 -2.266373 -4.745542 0.00 0.00 0.00 0.399
H -4.848569 -1.810984 -2.364166 0.01 0.00 0.00 0.450
```
Positions in Å, forces in eV/Å.

The calculation puts the HOMO energy at -2.0370 eV. As for the charge: -2. For the energy, the calculation gives -3420.6556 Eh. The calculation puts the energy above the lowest of the compared OMol25 structures with the same formula, charge and spin at 335.6 kJ/mol. The calculation puts the strongest force on any atom at 2.8 eV/A.

The highest HOMO belongs to which entry? C39H29InN6O8S2

Look up the energy of the first one. -2768.7151 Eh

strongest force on any atom of number 2 (C39H29InN6O8S2)? 2.8 eV/A

Which value of strongest force on any atom does entry 1 give? 1.5 eV/A